No. 1
Here is 9 unconnected molecules or ions with the total composition C59H45BIN3O17 in a non-equilibrium geometry from the Open Molecules 2025 dataset. Energies are from wB97M-V/def2-TZVPD.

ORCA input file:
```
! wB97M-V def2-TZVPD RIJCOSX def2/J DEFGRID3
* xyz 0 1
C -4.1225 -1.9224 -2.4279
C -2.8886 -1.7952 -3.3705
C -1.6145 -2.4986 -2.8744
I -1.8688 -4.6415 -2.5850
C -1.0280 -1.8658 -1.6186
C 0.1171 -0.9897 -1.6692
C 0.6250 -0.4408 -0.5511
C 0.0495 -0.7054 0.7653
N 0.6521 -0.1289 1.8400
C 0.0538 -0.4968 2.9500
C -1.0965 -1.3452 3.0484
B -1.7318 -1.7059 4.4694
N -3.0895 -1.2645 4.7679
O -1.0496 -2.4562 5.4302
N -1.6732 -1.8806 1.9842
C -1.0563 -1.5569 0.8072
C -1.5842 -2.1034 -0.4006
H -5.0462 -2.0044 -3.0143
H -4.0639 -2.8101 -1.7869
H -4.1984 -1.0288 -1.7910
H -2.6623 -0.7148 -3.4194
H -3.1999 -2.1025 -4.3770
H -0.8443 -2.4084 -3.6549
H 0.5762 -0.8098 -2.6431
H 1.4958 0.2085 -0.6568
H 0.4763 -0.1173 3.8879
H -3.5064 -0.9970 3.8738
H -3.6094 -2.1080 5.0228
H -1.5656 -3.2580 5.5891
H -2.4449 -2.7676 -0.3266
O -2.9966 3.0061 -1.2451
C -2.0293 3.5917 -0.8017
C -1.7782 5.0163 -1.1285
C -0.7179 5.6573 -0.6452
C 0.2551 4.9770 0.2414
O 1.2205 5.5642 0.6843
C 0.0030 3.5520 0.5691
C -1.0565 2.9072 0.0846
H -2.4974 5.4958 -1.7744
H -0.5181 6.6964 -0.8734
H 0.7237 3.0716 1.2203
H -1.2477 1.8654 0.3113
O 4.4800 -6.4254 -0.5604
C 4.2942 -5.2498 -0.7893
C 4.5825 -4.6700 -2.1246
C 4.3795 -3.3793 -2.3732
C 3.8574 -2.4666 -1.3297
O 3.6710 -1.2889 -1.5586
C 3.5687 -3.0437 0.0048
C 3.7705 -4.3348 0.2552
H 4.9634 -5.3512 -2.8748
H 4.5840 -2.9380 -3.3403
H 3.1878 -2.3599 0.7537
H 3.5653 -4.7759 1.2223
O 4.0609 1.7341 8.4331
C 3.3338 2.0361 7.5097
C 3.8008 2.9269 6.4216
C 3.0027 3.2597 5.4107
C 1.6124 2.7521 5.3287
O 0.8845 3.0536 4.4055
C 1.1445 1.8600 6.4176
C 1.9423 1.5270 7.4287
H 4.8160 3.2885 6.4957
H 3.3273 3.9101 4.6087
H 0.1258 1.4991 6.3418
H 1.6191 0.8768 8.2318
O 5.2003 5.6135 5.6911
C 6.1673 6.2108 6.1178
C 6.4105 7.6296 5.7639
C 7.4709 8.2847 6.2291
C 8.4539 7.6242 7.1228
O 9.4184 8.2216 7.5478
C 8.2098 6.2040 7.4767
C 7.1494 5.5495 7.0112
H 5.6824 8.0948 5.1116
H 7.6661 9.3202 5.9816
H 8.9374 5.7382 8.1290
H 6.9548 4.5136 7.2596
O -1.6868 -9.2990 -8.1235
C -1.8982 -9.0158 -6.9639
C -3.2768 -8.9900 -6.4165
C -3.5084 -8.6770 -5.1444
C -2.3988 -8.3425 -4.2194
O -2.6102 -8.0587 -3.0596
C -1.0207 -8.3679 -4.7660
C -0.7888 -8.6809 -6.0381
H -4.0735 -9.2376 -7.1064
H -4.5068 -8.6518 -4.7266
H -0.2243 -8.1196 -4.0757
H 0.2098 -8.7056 -6.4555
O -3.4318 7.3047 -0.8642
C -4.1704 7.7294 0.0005
C -3.6539 8.5662 1.1096
C -4.4632 9.0295 2.0585
C -5.9163 8.7297 2.0460
O -6.6534 9.1535 2.9093
C -6.4318 7.8918 0.9355
C -5.6218 7.4288 -0.0131
H -2.5915 8.7748 1.1017
H -4.1054 9.6413 2.8767
H -7.4938 7.6825 0.9430
H -5.9787 6.8165 -0.8315
O -6.0109 -4.3206 -3.3399
C -7.1320 -4.6251 -2.9934
C -8.3277 -4.0338 -3.6421
C -9.5570 -4.3680 -3.2583
C -9.7843 -5.3471 -2.1669
O -10.9046 -5.6525 -1.8192
C -8.5881 -5.9381 -1.5185
C -7.3587 -5.6037 -1.9024
H -8.1423 -3.3221 -4.4368
H -10.4419 -3.9471 -3.7186
H -8.7733 -6.6497 -0.7239
H -6.4731 -6.0243 -1.4423
O 7.2404 -2.8106 -4.6576
C 7.0553 -1.6331 -4.8874
C 7.3427 -1.0544 -6.2221
C 7.1402 0.2367 -6.4719
C 6.6167 1.1513 -5.4268
O 6.4305 2.3265 -5.6562
C 6.3293 0.5710 -4.0920
C 6.5328 -0.7199 -3.8437
H 7.7228 -1.7369 -6.9717
H 7.3444 0.6783 -7.4390
H 5.9483 1.2519 -3.3415
H 6.3285 -1.1611 -2.8766
*
```

Output
E_HOMO	-0.325	hartree
SMILES	CC[C@H](I)c1ccc2ncc(B(N)O)nc2c1.O=C1C=CC(=O)C=C1.O=C1C=CC(=O)C=C1.O=C1C=CC(=O)C=C1.O=C1C=CC(=O)C=C1.O=C1C=CC(=O)C=C1.O=C1C=CC(=O)C=C1.O=C1C=CC(=O)C=C1.O=C1C=CC(=O)C=C1
lowest unoccupied orbital energy	-0.062	Eh
HOMO-LUMO gap	7.17	eV



No. 2
Here is 3 unconnected molecules or ions with the total composition C3H11O3S2 in a non-equilibrium geometry from the Open Molecules 2025 dataset. Energies are from wB97M-V/def2-TZVPD.

ORCA input file:
```
! wB97M-V def2-TZVPD RIJCOSX def2/J DEFGRID3
* xyz -1 1
C 0.2651 -1.5275 0.1331
C -0.6570 -0.6825 -0.7468
O -2.0191 -0.7865 -0.2659
C 0.7899 -0.7292 1.3262
S 1.7883 0.7522 0.9364
S 0.7081 2.4245 0.4622
H 1.1209 -1.9288 -0.3957
H -0.3132 -2.3674 0.5252
H -0.3371 0.3520 -0.7299
H -0.7084 -1.0709 -1.7506
H 1.5923 -1.2757 1.7966
H 0.0116 -0.5444 2.0679
H -1.9113 1.4455 0.4002
H -1.2246 1.5143 1.7022
H -2.0921 -0.1726 0.4813
O -2.0875 1.2514 1.3307
H 2.1548 0.5199 -2.2515
H 1.3785 1.7943 -2.2198
O 1.5408 1.0312 -2.8018
*
```

Output
E_HOMO	-0.113	hartree
lowest unoccupied orbital energy	0.128	Eh
energy relative to the best compared isomer or geometry (same formula, charge and spin)	0.568	eV
HOMO-LUMO gap	6.54	eV



No. 3
Here is 22 unconnected molecules or ions with the total composition C31H54Cl42IOP in a non-equilibrium geometry from the Open Molecules 2025 dataset. Energies are from wB97M-V/def2-TZVPD.

ORCA input file:
```
! wB97M-V def2-TZVPD RIJCOSX def2/J DEFGRID3
* xyz 0 1
C -1.8329 -1.3852 -3.9443
C -1.7957 -0.9430 -2.4988
C -2.9417 -0.9038 -1.7063
C -2.8409 -0.5254 -0.3780
C -1.6246 -0.1899 0.2032
C -0.4741 -0.2216 -0.5818
C 0.9121 0.0926 -0.0416
P 1.8902 -1.4771 0.1635
C 2.3059 -2.1347 -1.5191
C 3.1912 -1.2185 -2.3159
O 2.8400 -0.2046 -2.8068
I 5.2410 -1.8865 -2.5895
C -0.5768 -0.5798 -1.9250
H -2.7954 -1.8557 -4.1503
H -1.6493 -0.5746 -4.6420
H -1.0901 -2.1762 -4.0648
H -3.8781 -1.1786 -2.1769
H -3.7405 -0.4824 0.2294
H -1.5695 0.0818 1.2499
H 1.4229 0.8148 -0.6758
H 0.7984 0.4802 0.9734
H 0.9093 -2.3972 0.5987
H 2.8398 -3.0706 -1.3548
H 1.4511 -2.3823 -2.1548
H 0.3118 -0.5935 -2.5394
C -0.2269 3.0202 -4.4647
Cl -1.3509 4.3868 -4.5345
Cl -0.8167 1.7260 -3.4059
H -0.1056 2.6210 -5.4653
H 0.7246 3.3730 -4.0827
C 8.9146 -3.0297 -2.1183
Cl 9.2639 -4.7341 -1.7974
Cl 8.2909 -2.7963 -3.7595
H 8.1708 -2.6842 -1.4068
H 9.8273 -2.4567 -2.0076
C -6.8709 -1.4619 1.0133
Cl -5.6355 -0.5285 1.8705
Cl -8.4128 -0.6012 0.9400
H -6.5263 -1.6461 0.0016
H -7.0228 -2.4004 1.5335
C -0.7821 3.3129 1.8858
Cl 0.0164 1.9679 2.7242
Cl 0.3191 4.1549 0.7892
H -1.6124 2.9228 1.3103
H -1.1407 4.0181 2.6253
C 6.2789 -5.0606 0.8584
Cl 7.5013 -4.0544 1.6480
Cl 4.6855 -4.3026 0.8889
H 6.5736 -5.2140 -0.1741
H 6.2213 -6.0105 1.3781
C 11.2189 -0.0360 -0.2306
Cl 11.5710 -1.7391 0.0928
Cl 10.5946 0.1973 -1.8682
H 10.4752 0.3077 0.4788
H 12.1323 0.5363 -0.1211
C -5.5055 3.3318 1.0373
Cl -5.8989 4.1814 2.5358
Cl -3.9628 2.4765 1.1550
H -6.2850 2.6060 0.8317
H -5.4380 4.0552 0.2336
C 5.0993 2.6701 -2.8892
Cl 4.6178 3.4470 -1.3753
Cl 6.7035 1.9343 -2.7700
H 4.3820 1.8920 -3.1258
H 5.1199 3.4170 -3.6738
C -0.5165 6.9886 3.4082
Cl -0.7822 8.5834 4.1241
Cl -2.0296 6.2525 2.8667
H 0.1415 7.0957 2.5529
H -0.0625 6.3450 4.1532
C -12.5448 -0.6402 1.8988
Cl -11.8653 -1.9816 2.8270
Cl -11.3346 0.1396 0.8616
H -13.3472 -1.0168 1.2748
H -12.9202 0.0950 2.5907
C 0.7825 11.2073 1.8461
Cl -0.4290 12.3358 1.2309
Cl 1.1016 9.9015 0.6964
H 1.7052 11.7476 2.0216
H 0.4175 10.7731 2.7689
C 2.1998 -5.6680 4.1028
Cl 1.8498 -4.0525 3.4679
Cl 3.4238 -6.4990 3.1329
H 2.5706 -5.5758 5.1174
H 1.2889 -6.2543 4.0871
C -2.1041 11.1691 -2.2954
Cl -2.8069 12.7732 -2.0512
Cl -3.3464 9.9199 -2.4354
H -1.5209 11.1824 -3.2083
H -1.4712 10.9371 -1.4459
C -0.5488 1.7227 -8.7647
Cl 0.7492 2.5495 -7.8923
Cl -2.0608 2.6327 -8.7056
H -0.2497 1.6073 -9.7995
H -0.7086 0.7529 -8.3081
C 6.2087 -0.0536 -6.1360
Cl 6.4767 -0.3360 -7.8604
Cl 4.8519 1.0493 -5.8578
H 5.9890 -1.0002 -5.6555
H 7.1033 0.3846 -5.7083
C 10.1651 -2.8296 -7.2309
Cl 9.7444 -1.2794 -6.4958
Cl 8.7349 -3.6913 -7.8087
H 10.8252 -2.6467 -8.0704
H 10.6617 -3.4407 -6.4861
C 2.2005 -8.1800 7.2873
Cl 0.6339 -8.1544 6.4725
Cl 2.9386 -6.5726 7.3460
H 2.0565 -8.5319 8.3012
H 2.8635 -8.8453 6.7466
C -14.3706 -0.4713 5.7354
Cl -14.2147 -2.1823 6.1374
Cl -14.8845 -0.2334 4.0573
H -15.1120 -0.0262 6.3880
H -13.4088 0.0088 5.8730
C -10.4494 -4.7960 0.2266
Cl -11.9655 -4.6685 -0.6749
Cl -9.6166 -3.2397 0.3247
H -10.6727 -5.1326 1.2326
H -9.8061 -5.5093 -0.2752
C -1.6665 -9.8327 9.3675
Cl -2.1677 -8.3560 8.5399
Cl 0.0410 -9.7994 9.8335
H -2.2609 -9.9429 10.2665
H -1.8277 -10.6743 8.7044
C 3.4614 2.9459 3.5843
Cl 3.7125 2.6106 1.8702
Cl 2.2307 4.1900 3.8437
H 3.1356 2.0344 4.0727
H 4.3948 3.2911 4.0122
*
```

Output
E_HOMO	-0.299	hartree
lowest unoccupied orbital energy	0.015	Eh
HOMO-LUMO gap	8.56	eV



No. 4
Here is 2 unconnected molecules or ions with the total composition C6H10O from the Open Molecules 2025 dataset. Energies are from wB97M-V/def2-TZVPD.

ORCA input file:
```
! wB97M-V def2-TZVPD RIJCOSX def2/J DEFGRID3
* xyz 0 1
C 2.0302 0.3251 0.6444
O 1.0321 -0.4484 0.8552
C 0.2676 -0.9484 -0.1453
C -1.1933 -0.9982 -0.0811
C -1.7885 0.2687 0.5543
C -1.0216 1.1439 -0.4777
C -0.4434 -0.1217 -1.1305
H 2.6669 0.5183 1.4974
H 2.1553 0.8044 -0.3202
H 2.7874 -1.3645 -0.7762
H 2.0805 -1.6503 -0.8886
H -1.7586 -1.9113 -0.2584
H -2.8734 0.3385 0.4277
H -1.5504 0.4228 1.6138
H -1.6907 1.6961 -1.1443
H -0.2863 1.8503 -0.0652
H -0.3700 -0.2723 -2.2061
*
```

Output
E_HOMO (alpha / beta)	-0.283 / -0.292	hartree
lowest unoccupied orbital energy (alpha / beta)	0.006 / 0.018	Eh
energy relative to the best compared isomer or geometry (same formula, charge and spin)	5.996	eV
HOMO-LUMO gap (alpha / beta)	7.87 / 8.46	eV



Summary of calculated total energy in Ha
-4040.974917, -1143.059371, -21255.875275, -309.622027
(order as listed above)